The following is a DFT calculation (ωB97M-V with the def2-TZVPD basis set) of a molecular structure, C3H9O4 at a distorted geometry.

Calculated values
2S+1: 2
E_LUMO (spin up / spin down): 0.033 / -0.102 Eh
total charge: 0
energy relative to the best compared isomer or geometry (same formula, charge and spin): 104.8 kcal per mole

```
16
Properties=species:S:1:pos:R:3:forces:R:3:mulliken_spin:R:1
O 0.97574 1.70525 -0.45917 0.3029 -0.1656 -0.0497 0.747
C -0.12042 1.74150 0.36857 0.0404 -0.2828 0.2605 -0.011
C -1.17980 0.70701 0.05268 -0.2814 -0.0158 -0.1948 -0.004
O -0.63985 -0.56733 0.28236 0.2405 0.1775 0.1458 0.003
C -1.46003 -1.61394 -0.16968 -0.2372 -0.2436 -0.1553 0.000
H -0.54762 2.76164 0.33705 0.1813 -0.1195 -0.0440 0.054
H 0.23718 1.61886 1.41411 -0.0559 0.0277 -0.2304 0.058
H -1.49343 0.81406 -1.00317 0.0795 -0.0204 0.2327 0.002
H -2.06673 0.87987 0.69108 0.1477 -0.0082 -0.1367 0.002
H -0.96190 -2.55923 0.07611 -0.1225 0.2979 -0.0495 0.000
H -2.44982 -1.58371 0.31800 0.2058 -0.0433 -0.0916 0.000
H -1.60642 -1.55957 -1.26208 0.0304 -0.0149 0.2352 0.000
O 2.75978 -0.40471 -0.83259 -2.3567 3.7465 -0.6184 0.160
H 1.92608 0.48882 -0.58752 2.2104 -2.8891 -0.2734 -0.053
O 2.89723 -1.33180 0.16771 -0.2530 -0.5884 1.1212 0.043
H 3.73002 -1.09672 0.60653 -0.1321 0.1418 -0.1515 -0.001
```
Positions in Å, forces in eV/Å.

=====

The following is a DFT calculation (ωB97M-V with the def2-TZVPD basis set) of a molecular structure, C2H4LaLiO2 at a distorted geometry.

Calculated values
E_LUMO (spin up / spin down): -0.339 / -0.339 Eh
total charge: +2
energy relative to the best compared isomer or geometry (same formula, charge and spin): 59.0 kcal per mole

```
10
Properties=species:S:1:pos:R:3:forces:R:3:mulliken_charge:R:1
O 2.23970 -0.24447 0.30066 -1.6463 2.9602 0.4392 -0.742
C 1.00772 -1.87687 -0.15372 -1.5732 -0.6021 0.2326 -0.386
C -0.31729 -1.68646 0.30354 0.9364 1.6802 1.6552 -0.129
O -0.45675 -1.13269 1.58728 -0.4200 0.9154 -1.2041 -0.822
H 2.88748 -0.63474 0.89148 0.3786 -0.0975 0.1455 0.355
H 1.66030 -2.36114 0.58699 0.2596 0.6199 -0.7092 0.260
H 1.12552 -1.84269 -1.24113 0.4190 -0.9665 0.4950 0.363
H -1.05869 -2.44209 0.01396 -0.3229 0.8814 -0.8721 0.287
Li -2.41822 -0.86632 1.74963 0.5498 -0.7227 0.2136 0.936
La 0.57946 1.34087 0.65560 1.4189 -4.6684 -0.3958 1.879
```
Positions in Å, forces in eV/Å.

=====

The following is a DFT calculation (ωB97M-V with the def2-TZVPD basis set) of 2 unconnected molecules or ions with the total composition C5H11N2O at a distorted geometry.

Calculated values
E_LUMO (spin up / spin down): -0.153 / -0.127 Eh
total charge: +1
energy relative to the best compared isomer or geometry (same formula, charge and spin): 119.5 kcal per mole

```
19
Properties=species:S:1:pos:R:3:forces:R:3:mulliken_charge:R:1
C -0.27948 1.60570 1.16620 -1.8258 0.4792 -0.5512 0.099
C -0.21439 -2.05972 0.31838 -2.7947 4.4249 2.5789 0.859
C 0.56977 -2.95102 -0.35965 2.3692 -4.8729 -1.1930 -1.289
C -1.15687 0.44031 -1.25658 0.1713 0.1486 -1.6809 -1.277
C 0.22590 0.38185 -0.72427 1.8412 -3.4310 -2.6401 -0.210
N 0.03416 2.37271 2.21100 1.6659 -0.8800 1.3811 -0.441
N 0.62832 1.06783 0.39899 -1.6021 -0.7919 -1.7914 -0.029
O -1.06637 -1.86259 1.13477 1.9947 -0.9861 -1.8850 -0.370
H -1.35963 1.49459 0.79637 1.8729 0.3767 0.8282 0.304
H 1.65236 -3.02438 -0.19999 -0.1533 0.7590 1.1123 0.348
H 0.66455 -2.87922 -1.39526 -0.5870 1.4629 -2.0871 0.357
H 0.29862 -4.02475 -0.38797 -0.5498 0.1169 1.0573 0.368
H -1.31391 -0.20175 -2.22863 0.6848 1.2863 1.9264 0.284
H -1.81304 -0.01317 -0.50093 -0.5763 0.8457 -0.2813 0.430
H -1.27331 1.54692 -1.56302 -0.8697 -1.5066 0.6516 0.329
H 1.02986 0.03140 -1.50155 -1.2340 1.1123 2.0869 0.417
H -0.66317 2.74827 2.79059 -1.5618 0.5768 0.1997 0.286
H 0.71491 1.97729 2.87220 0.2441 0.3772 -0.7510 0.271
H 1.61777 1.12797 0.42876 0.9105 0.5020 1.0385 0.265
```
Positions in Å, forces in eV/Å.

=====

The following is a DFT calculation (ωB97M-V with the def2-TZVPD basis set) of 4 unconnected molecules or ions with the total composition C4H17NO3 at a distorted geometry.

Calculated values
E_LUMO: 0.024 Eh
total charge: 0
structure (SMILES): CCCNC.O.O.O
energy relative to the best compared isomer or geometry (same formula, charge and spin): 55.9 kcal per mole

```
25
Properties=species:S:1:pos:R:3:forces:R:3:mulliken_charge:R:1
C -1.25637 -2.09960 2.78607 2.7412 1.3722 -0.8532 -1.010
C -0.01095 -1.07998 2.84551 -0.2898 -0.8631 1.4498 -0.613
C -0.18856 0.45339 2.80754 -1.9731 -2.0622 -1.4502 -0.501
N 0.74925 1.00059 1.85751 0.4820 2.4600 0.5660 -0.350
C 0.44901 2.47519 1.79169 -1.6490 -0.4160 -3.6918 -0.912
H -1.29958 -2.40559 1.71915 -0.3054 -0.5616 1.0051 0.266
H -1.08087 -2.84153 3.58557 -0.3301 -0.0817 -0.9990 0.295
H -2.09728 -1.51634 3.00975 -1.5620 0.5315 0.3834 0.335
H 0.38248 -1.21262 3.85352 0.5296 -0.5445 -0.0837 0.257
H 0.75220 -1.37381 2.12663 -0.0166 -0.0295 0.0060 0.377
H -1.21826 0.62225 2.36273 0.9678 0.3333 0.8346 0.355
H -0.10121 0.79611 3.84206 -0.2108 0.6078 -0.1859 0.327
H 1.69671 0.92956 2.27086 -0.6176 -0.0972 -0.4608 0.224
H -0.64008 2.64001 1.35812 1.9635 -0.6677 0.9772 0.277
H 0.47336 3.00712 2.69781 0.2987 0.5560 1.4325 0.402
H 1.05412 2.99475 1.00414 -0.0544 -0.5532 0.8938 0.301
H -0.25550 0.78833 -2.39366 -0.7654 -1.7732 3.3208 0.329
H 0.09358 0.41309 -0.80188 -0.5654 0.0848 -1.0287 0.327
O -0.55912 0.25618 -1.52910 1.3517 1.6998 -2.1205 -0.686
H -1.79593 3.62741 -6.23448 -0.9705 -1.6743 -0.0428 0.322
H -0.86170 2.74811 -6.88240 -2.0889 -1.1746 0.5738 0.324
O -1.80667 2.65403 -6.49627 3.0679 2.8500 -0.5289 -0.646
H 2.30138 -4.42650 -4.46972 -2.8972 -0.0183 3.3665 0.298
H 2.38074 -4.05171 -5.92959 -0.6399 0.3283 -0.4844 0.316
O 2.83924 -4.39845 -5.18157 3.5339 -0.3064 -2.8794 -0.613
```
Positions in Å, forces in eV/Å.

=====

The following is a DFT calculation (ωB97M-V with the def2-TZVPD basis set) of a gas-phase ion, C7H11FOP (charge +1) at a distorted geometry.

Calculated values
E_LUMO: -0.246 Eh
total charge: +1
energy relative to the best compared isomer or geometry (same formula, charge and spin): 17.2 kcal per mole

```
21
Properties=species:S:1:pos:R:3:forces:R:3:mulliken_charge:R:1
C -1.33302 2.49526 -0.33588 -0.3566 -1.1623 -0.0876 0.349
C -1.57126 1.30743 -0.27909 0.0725 0.6774 0.0765 -0.315
C -0.68996 -0.97017 0.01914 0.3373 -0.1237 0.4630 -0.942
C -3.20346 -0.52319 -0.16507 -0.0581 -0.2238 -0.2780 -1.375
C -1.81793 -0.04258 -0.14621 0.2169 0.0408 -0.0321 0.682
C 0.56118 -0.42682 0.73045 0.7869 -0.2295 -0.4630 -0.099
C 3.32842 0.18244 0.55488 -0.5163 0.0200 -0.2564 -1.083
O 1.72953 -0.38821 -1.56135 -0.0943 -0.5257 -0.3144 -0.519
F 0.18925 0.31383 1.82471 -0.3227 0.3743 0.5660 -0.325
P 1.75412 0.65442 -0.29147 0.0917 0.1341 0.5713 0.291
H -1.14851 3.52939 -0.42415 0.1644 0.6054 0.0167 0.413
H -1.03776 -1.88398 0.51207 -0.1025 0.0727 -0.1230 0.487
H -0.35986 -1.27257 -0.98886 -0.1569 0.0096 -0.1603 0.431
H -3.26473 -1.60019 -0.30259 0.0372 0.0021 0.0256 0.422
H -3.79802 0.00406 -0.91114 0.0146 0.0742 -0.0197 0.402
H -3.66642 -0.27543 0.79724 0.0853 0.0655 0.1689 0.360
H 1.13100 -1.28716 1.11420 -0.2095 0.0736 -0.2378 0.475
H 4.15345 0.74650 0.12191 -0.0187 0.0295 -0.0260 0.362
H 3.51517 -0.88455 0.43357 0.0104 -0.0345 0.0907 0.332
H 3.26044 0.44471 1.60865 0.0088 0.0017 0.1376 0.337
H 2.26840 -0.12320 -2.31098 0.0097 0.1185 -0.1178 0.315
```
Positions in Å, forces in eV/Å.

=====

The following is a DFT calculation (ωB97M-V with the def2-TZVPD basis set) of 2 unconnected molecules or ions with the total composition C2H8NOPS2 at a distorted geometry.

Calculated values
E_LUMO: -0.007 Eh
total charge: 0
energy relative to the best compared isomer or geometry (same formula, charge and spin): 27.8 kcal per mole

```
15
Properties=species:S:1:pos:R:3:forces:R:3:mulliken_charge:R:1
C -0.11843 -0.59421 0.94186 4.2490 -1.4174 1.5207 -1.007
C 0.76071 0.36344 0.03460 -5.5526 -3.1269 0.0260 -0.461
N -0.05432 0.29671 -1.23533 1.4145 0.7152 -0.1497 -0.660
O -2.58653 0.77911 -0.52442 0.1631 0.1798 -0.6262 -0.434
P -3.88084 0.01418 -0.05501 0.5794 -0.4173 0.2589 0.546
S -3.61645 -1.87305 -0.13776 -0.4413 0.1321 -0.0273 -0.304
S -5.24625 1.13412 0.63666 0.2304 -0.2110 -0.2609 -0.300
H -0.38977 -1.61873 0.52387 0.9089 1.4388 0.1994 0.266
H 0.41005 -0.71027 1.96412 -0.5537 -0.3039 -1.4841 0.312
H -0.99399 -0.18206 1.23906 -2.8187 1.6568 0.4218 0.324
H 0.86389 1.31457 0.38243 -0.4775 2.8130 1.2564 0.310
H 1.72646 0.05294 0.01918 2.7585 -1.6103 -1.0163 0.422
H 0.63112 0.12077 -1.94832 -0.1806 -0.3183 -0.8364 0.223
H -1.83178 0.24653 -0.95574 -0.6549 0.0913 0.6943 0.496
H -0.42635 1.21170 -1.46264 0.3755 0.3781 0.0236 0.268
```
Positions in Å, forces in eV/Å.

=====

The following is a DFT calculation (ωB97M-V with the def2-TZVPD basis set) of C5H10O in the gas phase at a distorted geometry.

Calculated values
E_LUMO: 0.041 Eh
total charge: 0
structure (SMILES): CCC[C@H]1CO1
energy relative to the best compared isomer or geometry (same formula, charge and spin): 49.6 kcal per mole

```
16
Properties=species:S:1:pos:R:3:forces:R:3:mulliken_charge:R:1
C -1.55574 1.08456 0.12073 0.0116 0.0764 -0.0474 -1.145
C -1.35447 -0.41445 0.33135 0.0033 -0.0320 -0.0906 -0.323
C 0.09802 -0.79944 0.62746 0.0156 -0.1493 -0.1789 -0.701
C 1.10059 -0.67288 -0.52472 -0.6817 -0.4691 -0.1979 0.045
C 2.12477 0.38432 -0.60607 -0.8541 -0.6965 -0.9572 -0.548
O 2.41155 -0.90691 -0.07338 0.2008 0.3496 0.1020 -0.433
H -0.99774 1.44305 -0.75215 -0.0536 -0.0332 0.1126 0.284
H -1.21383 1.65372 0.99391 -0.0404 -0.0911 -0.1241 0.308
H -2.61147 1.32671 -0.04144 0.1595 -0.0355 0.0152 0.348
H -1.70087 -0.96428 -0.55361 0.0343 0.0831 0.0762 0.295
H -1.99377 -0.75137 1.15967 0.2059 0.0462 -0.1351 0.314
H 0.13964 -1.86920 0.87966 -0.0776 0.1657 0.0331 0.258
H 0.44820 -0.27914 1.53646 0.1107 0.0322 -0.4662 0.329
H 0.76455 -1.00354 -1.49466 0.1081 -1.0683 -0.1137 0.388
H 2.64464 0.58741 -1.55200 -0.4739 0.1659 0.5077 0.289
H 1.57862 1.11136 -0.06617 1.3316 1.6560 1.4644 0.292
```
Positions in Å, forces in eV/Å.

=====

The following is a DFT calculation (ωB97M-V with the def2-TZVPD basis set) of 2 unconnected molecules or ions with the total composition C8H21PSi at a distorted geometry.

Calculated values
2S+1: 3
E_LUMO (spin up / spin down): 0.027 / -0.047 Eh
total charge: 0

```
31
Properties=species:S:1:pos:R:3:forces:R:3:mulliken_spin:R:1
C -0.48659 -3.70617 0.55280 0.7258 2.1177 -1.0878 0.024
C -2.81971 -1.12226 -1.47635 -1.4749 -4.5325 -1.2368 0.028
C -0.53392 1.63975 1.94761 1.2144 -2.7815 2.5684 0.107
C 3.61077 3.22428 -1.56377 0.7477 -0.5055 -0.7979 0.000
C 2.30453 0.81960 -1.11369 1.7374 -2.7320 0.8897 0.028
C -0.35074 -2.29809 1.03500 1.8423 -2.4641 0.2515 0.884
C -2.98064 -0.59182 -0.12387 -1.0058 -1.0651 1.9547 0.100
C -1.43030 0.37693 2.31225 -1.7271 1.3989 -1.7928 0.115
Si -1.41372 -0.92505 0.95687 -2.7410 4.7140 -1.2028 0.612
P 3.42597 1.54914 -2.38357 0.0832 0.1152 0.2699 0.003
H 0.27686 -3.82464 -0.29368 -0.8171 -0.3192 1.2190 0.068
H -0.29430 -4.33281 1.41487 -0.3226 -0.9124 -0.3444 0.034
H -1.45718 -3.63398 0.07399 -0.3323 -1.5177 0.1783 -0.003
H -3.79700 -1.28647 -1.98444 0.5083 0.5079 0.0631 -0.002
H -2.16690 -0.65566 -2.12231 1.3702 1.5759 -1.2414 -0.025
H -2.41754 -2.21397 -1.49341 -0.4905 1.4990 0.3186 -0.007
H 0.46366 1.23708 1.60309 -0.8283 0.7857 0.5247 -0.025
H -0.92182 2.24266 1.20999 -1.0850 1.1049 -1.8243 -0.021
H -0.46158 2.23811 2.87560 0.4029 -0.1110 -0.4888 -0.014
H 2.81335 3.84865 -1.95962 0.0472 0.1788 0.0714 0.000
H 4.60832 3.67124 -1.81069 -0.9484 -0.3090 0.3783 0.000
H 3.46070 3.04978 -0.50788 0.2418 0.4064 0.3515 0.000
H 1.44041 1.36655 -0.97624 -1.8827 1.3914 0.0780 -0.001
H 2.75625 0.67190 -0.08915 -0.1549 0.4698 -1.0129 -0.004
H 1.97241 -0.21468 -1.37811 0.2562 0.7608 -0.1536 -0.009
H 0.58045 -2.04391 1.50269 0.6669 0.0682 0.0609 0.033
H 4.61855 0.93413 -1.89672 -0.1477 0.2082 -0.0615 0.000
H -3.94400 -1.06178 0.30715 1.4029 0.4525 -0.2774 0.024
H -3.25750 0.45765 -0.18124 0.4628 0.3255 0.3499 0.013
H -2.53859 0.73583 2.41871 1.9514 -0.7875 0.2953 0.022
H -1.06017 -0.15200 3.14415 0.2968 -0.0434 1.6991 0.016
```
Positions in Å, forces in eV/Å.